No. 1
C27H65F3IrN5O5P3S2Si4 | ωB97M-V with the def2-TZVPD basis set

Properties
multiplicity: 5
LUMO level (alpha / beta): -2.64 / -4.28 eV
M: 1058.458 g mol⁻¹
gap between HOMO and LUMO (alpha / beta): 0.259 / 0.233 hartree
⟨S²⟩: 6.02
net charge: +1
strongest force on any atom: 0.039 Eh/bohr
energy relative to the best compared isomer or geometry (same formula, charge and spin): 108.37 kJ/mol

Last column: Löwdin spin population.
CARTESIAN COORDINATES (ANGSTROEM)
Ir  -0.379  -1.037  0.018  2.089
C  2.004  0.152  -3.273  0.002
N  3.236  0.325  -2.530  0.001
C  4.300  0.988  -3.256  0.000
P  3.162  0.451  -0.874  0.006
O  1.956  -0.192  -0.339  0.064
O  3.261  2.018  -0.493  0.000
P  2.064  2.859  0.250  0.001
O  0.752  2.444  -0.266  0.025
N  2.461  2.636  1.856  0.000
C  2.611  1.283  2.363  0.000
C  1.814  3.532  2.799  0.000
N  2.466  4.445  -0.034  0.000
C  3.750  4.932  0.433  0.000
C  2.024  5.069  -1.266  0.000
N  4.582  -0.145  -0.233  0.003
C  5.696  0.668  0.210  0.001
C  4.966  -1.459  -0.702  0.000
H  2.159  -0.581  -4.066  0.000
H  1.669  1.090  -3.720  0.000
H  1.239  -0.211  -2.587  0.005
H  4.572  0.386  -4.126  0.000
H  5.172  1.094  -2.613  0.000
H  3.997  1.983  -3.601  0.000
H  3.153  0.679  1.640  0.000
H  1.650  0.794  2.570  0.000
H  3.193  1.332  3.285  0.000
H  1.536  4.451  2.287  0.000
H  2.510  3.767  3.606  0.000
H  0.919  3.078  3.227  0.000
H  4.046  4.370  1.314  0.000
H  3.654  5.989  0.691  0.000
H  4.530  4.829  -0.329  0.000
H  1.101  4.593  -1.584  0.000
H  2.769  4.973  -2.064  0.000
H  1.842  6.130  -1.086  0.000
H  5.344  1.659  0.481  0.000
H  6.468  0.760  -0.560  0.000
H  6.147  0.200  1.087  0.000
H  4.107  -1.938  -1.167  0.000
H  5.309  -2.065  0.139  0.000
H  5.772  -1.404  -1.439  0.000
C  -4.867  -3.674  3.328  0.001
C  -3.418  -4.022  3.610  0.003
O  -2.575  -2.879  3.384  0.005
P  -1.341  -2.950  2.381  0.028
S  -0.181  -1.335  2.639  0.199
S  -1.962  -3.184  0.478  0.138
O  -0.668  -4.301  2.947  0.008
C  0.547  -4.849  2.456  0.001
C  1.696  -4.520  3.393  0.002
H  -5.493  -4.535  3.546  0.000
H  -4.998  -3.397  2.285  0.001
H  -5.181  -2.851  3.963  0.000
H  -3.097  -4.852  2.977  0.002
H  -3.286  -4.304  4.658  0.000
H  0.740  -4.469  1.447  0.000
H  0.388  -5.930  2.394  0.000
H  1.898  -3.452  3.372  0.002
H  2.587  -5.068  3.098  0.000
H  1.435  -4.804  4.410  0.000
F  2.959  -6.864  -2.176  0.000
C  1.800  -6.700  -1.515  0.001
F  0.899  -7.491  -2.102  0.000
F  2.002  -7.188  -0.277  0.000
C  1.380  -5.255  -1.470  0.005
C  0.293  -4.776  -2.193  0.003
C  -0.053  -3.445  -2.053  0.017
N  0.579  -2.610  -1.223  0.084
C  1.634  -3.073  -0.552  0.020
C  2.087  -4.374  -0.657  0.003
H  -0.268  -5.431  -2.839  0.000
H  -0.890  -3.029  -2.594  0.002
H  2.119  -2.373  0.110  0.004
H  2.952  -4.710  -0.108  0.000
C  -4.377  -1.414  -1.263  0.073
Si  -4.412  0.066  -0.071  0.341
C  -4.227  -0.281  1.788  0.073
C  -6.116  0.922  -0.296  0.037
Si  -1.620  0.878  -0.382  0.398
Si  -2.087  1.754  -2.655  0.105
C  -3.720  2.724  -2.935  0.019
C  -2.054  0.216  -3.797  0.005
C  -0.649  2.911  -3.141  0.024
Si  -2.092  2.897  1.029  0.097
C  -3.944  3.425  1.008  0.019
C  -1.224  4.543  0.577  0.022
C  -1.610  2.322  2.795  0.005
H  -4.957  -2.238  -0.859  0.012
H  -3.370  -1.780  -1.421  0.003
H  -4.815  -1.156  -2.222  0.000
H  -5.006  -0.963  2.117  0.013
H  -4.323  0.625  2.378  0.000
H  -3.273  -0.738  2.027  0.000
H  -6.879  0.356  0.237  0.007
H  -6.422  0.963  -1.337  0.000
H  -6.143  1.933  0.096  0.001
H  -4.596  2.158  -2.638  0.002
H  -3.836  2.976  -3.985  0.003
H  -3.729  3.658  -2.382  0.000
H  -2.951  -0.382  -3.692  0.000
H  -1.208  -0.417  -3.555  0.003
H  -1.970  0.489  -4.844  0.000
H  -0.870  3.942  -2.889  0.000
H  -0.420  2.878  -4.201  0.003
H  0.239  2.624  -2.592  0.000
H  -4.373  3.353  0.016  0.002
H  -4.036  4.459  1.323  0.002
H  -4.547  2.831  1.683  0.000
H  -1.560  4.898  -0.392  0.000
H  -0.152  4.411  0.521  0.000
H  -1.429  5.327  1.304  0.003
H  -2.425  1.800  3.282  0.000
H  -1.346  3.162  3.432  0.001
H  -0.765  1.640  2.765  0.000

No. 2
C2H7NOS | ωB97M-V with the def2-TZVPD basis set

Properties
multiplicity: 3
LUMO level (alpha / beta): 0.84 / -2.27 eV
M: 93.151 g mol⁻¹
gap between HOMO and LUMO (alpha / beta): 0.205 / 0.275 hartree
⟨S²⟩: 2.01
strongest force on any atom: 0.093 Eh/bohr
energy relative to the best compared isomer or geometry (same formula, charge and spin): 208.32 kJ/mol

Last column: Löwdin spin population.
CARTESIAN COORDINATES (ANGSTROEM)
C  0.428  1.252  0.680  0.029
C  -0.542  0.042  0.779  0.038
N  -0.407  -0.935  -0.248  0.435
O  -0.031  -1.961  -2.409  0.414
S  0.434  -0.742  -1.711  0.871
H  1.467  1.001  0.983  0.005
H  0.004  2.106  1.238  0.003
H  -0.558  -0.592  1.674  0.018
H  0.512  1.568  -0.256  0.015
H  -1.520  0.601  0.771  0.012
H  -1.330  -1.439  -0.472  0.023
H  1.542  -0.901  -1.028  0.138

No. 3
C13H21Br2N2O2 | ωB97M-V with the def2-TZVPD basis set

Properties
LUMO level: -3.05 eV
M: 397.131 g mol⁻¹
gap between HOMO and LUMO: 0.353 hartree
net charge: +1
strongest force on any atom: 0.012 Eh/bohr
structure (SMILES): CCCCc1[nH]c[n+](/C(Br)=C(\C)Br)c1OC[C@H](C)O

Last column: Löwdin charge in e.
CARTESIAN COORDINATES (ANGSTROEM)
C  1.392  -2.599  1.541  -0.079
C  2.666  -2.040  0.880  -0.238
C  2.729  -2.209  -0.633  -0.195
C  1.553  -1.576  -1.393  -0.110
C  1.409  -0.128  -1.085  -0.131
N  2.307  0.829  -1.518  0.182
C  2.022  2.022  -1.031  -0.022
N  0.930  1.889  -0.284  -0.003
C  0.383  2.948  0.503  -0.743
Br  1.392  3.281  2.047  0.832
C  -0.727  3.582  0.132  -0.756
C  -1.491  3.260  -1.123  -0.094
Br  -1.453  4.932  1.182  0.846
C  0.544  0.549  -0.294  -0.227
O  -0.450  0.147  0.477  0.020
C  -1.625  -0.376  -0.167  -0.090
C  -2.557  -0.966  0.909  -0.406
C  -4.013  -0.869  0.468  -0.030
O  -2.327  -0.391  2.175  -0.005
H  0.926  -1.869  2.204  0.076
H  0.637  -2.899  0.813  0.061
H  1.619  -3.478  2.141  0.076
H  2.801  -0.989  1.151  0.102
H  3.531  -2.559  1.297  0.110
H  2.783  -3.267  -0.895  0.124
H  3.658  -1.763  -1.007  0.110
H  0.627  -2.073  -1.104  0.101
H  1.691  -1.712  -2.467  0.130
H  3.108  0.645  -2.104  0.190
H  2.588  2.922  -1.198  0.174
H  -0.822  2.969  -1.931  0.089
H  -2.064  4.128  -1.442  0.075
H  -2.209  2.462  -0.923  0.073
H  -2.116  0.418  -0.740  0.110
H  -1.340  -1.159  -0.875  0.130
H  -2.305  -2.021  1.017  0.147
H  -4.264  -1.638  -0.263  0.090
H  -4.241  0.103  0.024  0.080
H  -4.649  -1.025  1.338  0.093
H  -2.644  0.520  2.181  0.104

Question: Which of these has the lowest strongest force on any atom?
Answer: C13H21Br2N2O2